[1]
Entry from the Open Molecules 2025 dataset: 2 unconnected molecules or ions with the total composition C6H13NS (wB97M-V/def2-TZVPD).

Properties
**Largest force on an atom**: 0.0916 hartree/bohr
**Total energy**: -18753.7820 eV
**E_HOMO**: -8.217 eV

```
21
Properties=species:S:1:pos:R:3:forces:R:3:mulliken_charge:R:1
C 1.325 1.960 -0.542 -2.27 -3.01 -2.82 -0.300
C 0.195 1.195 0.243 1.01 -1.87 -0.65 -0.471
C -1.889 -0.588 0.765 -0.12 0.39 0.16 -1.610
C 0.432 -1.653 0.173 -3.12 -1.26 -0.54 -1.636
C -1.098 -0.693 -1.611 -0.40 0.07 -1.44 -1.227
C -0.704 -0.700 -0.178 2.26 3.52 1.50 1.405
N 1.623 1.077 0.533 1.19 0.59 1.69 -0.173
S 2.450 1.893 1.934 -0.12 -1.45 -0.55 -0.213
H 1.491 1.400 -1.535 0.11 1.31 1.24 0.193
H 1.369 3.035 -0.635 0.17 0.09 0.75 0.337
H -0.400 1.720 0.962 -0.37 0.39 0.25 0.300
H -1.515 -0.319 1.766 -0.33 0.06 -0.27 0.399
H -2.458 -1.550 0.910 0.36 0.86 -0.52 0.343
H -2.539 0.254 0.347 0.55 -1.31 0.88 0.408
H -0.149 -2.627 0.218 0.96 0.51 0.13 0.419
H 1.116 -1.746 -0.622 0.87 0.04 -1.00 0.412
H 0.965 -1.519 1.072 0.29 0.48 1.16 0.350
H -0.669 0.178 -2.178 -0.31 -0.92 0.46 0.258
H -2.206 -0.616 -1.669 0.66 -0.02 -0.25 0.346
H -0.798 -1.640 -2.125 -0.18 0.70 0.29 0.316
H 3.458 0.939 2.174 -1.21 0.83 -0.48 0.143
```
Forces are in eV/Å.

=====

[2]
Entry from the Open Molecules 2025 dataset: a single C6H13NS molecule (wB97M-V/def2-TZVPD).

Properties
**Largest force on an atom**: 0.1051 hartree/bohr
**Total energy**: -18755.1133 eV
**E_HOMO**: -8.495 eV
**SMILES**: CSC1(CCN)CC1

```
21
Properties=species:S:1:pos:R:3:forces:R:3:mulliken_charge:R:1
C -0.483 2.131 0.783 -0.45 1.55 -0.14 -0.739
S 0.184 1.229 -0.723 -0.46 1.34 0.34 -0.150
C 0.811 -0.228 -0.018 -0.62 -2.67 2.41 0.758
C -0.225 -1.176 0.655 -0.33 0.89 0.41 -1.113
C -1.437 -1.520 -0.149 -2.18 -0.44 0.46 -0.587
N -2.474 -0.384 -0.048 -0.93 -4.97 1.90 -0.499
C 1.888 -1.020 -0.666 1.67 3.83 -0.70 -0.642
C 2.130 -0.403 0.717 1.78 0.65 -0.41 -0.651
H -1.161 1.370 1.448 1.90 2.18 -1.54 0.268
H -1.280 3.037 0.253 2.64 -2.75 1.89 0.278
H 0.537 2.658 1.312 -3.42 -1.47 -1.12 0.254
H -0.685 -0.683 1.528 0.56 -0.08 0.03 0.305
H 0.248 -2.082 1.035 0.30 0.06 -0.18 0.495
H -1.242 -1.856 -1.150 0.42 0.40 -0.91 0.279
H -1.908 -2.498 0.263 0.43 1.84 -0.12 0.359
H -3.395 -0.871 -0.183 1.16 1.35 -0.07 0.220
H -2.334 0.374 -0.623 0.40 1.57 -1.92 0.157
H 1.839 -2.054 -0.702 -0.25 -1.68 -0.62 0.296
H 2.446 -0.383 -1.439 -0.77 -1.71 0.80 0.225
H 2.910 0.409 0.655 -1.15 -0.77 0.32 0.256
H 2.293 -1.101 1.580 -0.71 0.90 -0.86 0.232
```
Forces are in eV/Å.

=====

[3]
Entry from the Open Molecules 2025 dataset: 2 unconnected molecules or ions with the total composition C6H13NSi (wB97M-V/def2-TZVPD).

Properties
**Largest force on an atom**: 0.0712 hartree/bohr
**Total energy**: -15796.4177 eV
**E_HOMO**: -6.938 eV
**SMILES**: CC[Si](C)=C=N.C=C

```
21
Properties=species:S:1:pos:R:3:forces:R:3:mulliken_charge:R:1
C -1.349 -1.194 -0.503 0.68 -1.33 2.69 -1.081
C -0.094 -1.863 0.146 2.42 0.84 -2.10 -0.459
Si 0.817 -0.621 1.260 0.06 0.28 0.66 0.092
C -0.216 0.846 1.922 -1.63 -3.28 0.08 -0.964
C 1.692 -1.530 2.535 1.64 -0.81 -0.77 0.192
N 2.629 -2.240 2.908 -0.85 0.82 0.59 -0.567
H -2.090 -1.043 0.278 -0.44 0.03 -0.35 0.331
H -1.203 -0.312 -1.060 0.82 1.37 -0.07 0.079
H -1.616 -1.874 -1.227 -1.56 -1.66 -1.49 0.480
H 0.613 -2.035 -0.774 -0.91 0.29 1.66 0.236
H -0.059 -2.857 0.635 -1.16 0.57 -0.32 0.440
H -0.650 1.298 1.071 -0.02 1.23 -0.87 0.285
H -1.117 0.459 2.469 0.84 0.27 -0.16 0.294
H 0.376 1.408 2.569 0.80 1.36 0.72 0.353
H 3.618 -2.049 2.689 -0.69 -0.02 -0.26 0.286
C 0.436 2.427 -2.325 -0.41 -0.80 -1.14 -0.473
C -0.840 2.168 -2.527 -1.49 -1.32 -0.15 -0.436
H 1.110 1.590 -2.497 0.31 0.40 0.51 0.228
H 0.766 3.432 -2.311 0.63 0.73 0.44 0.282
H -1.151 1.099 -2.700 0.24 1.27 0.18 0.164
H -1.672 2.893 -2.557 0.72 -0.25 0.15 0.239
```
Forces are in eV/Å.

=====

[4]
Entry from the Open Molecules 2025 dataset: 2 unconnected molecules or ions with the total composition C6H13O (wB97M-V/def2-TZVPD).

Properties
**Largest force on an atom**: 0.0388 hartree/bohr
**Charge**: -1
**Total energy**: -8479.1309 eV
**E_HOMO**: -2.876 eV

```
20
Properties=species:S:1:pos:R:3:forces:R:3:mulliken_charge:R:1
C -0.325 1.014 1.326 -1.18 -0.67 -1.46 -1.089
C -0.182 -0.365 1.869 0.58 -0.57 0.67 0.798
C -0.155 -0.644 3.193 -0.20 0.23 -1.32 -0.934
C 0.038 -1.424 0.800 1.67 0.61 0.85 -1.051
H 0.415 1.228 0.518 -0.15 -0.04 0.71 0.272
H -0.558 1.766 2.045 0.50 0.66 0.79 0.367
H -1.277 0.951 0.758 0.28 0.12 -0.14 0.198
H -0.110 -1.680 3.527 0.13 0.27 0.16 0.274
H -0.214 0.181 3.894 -0.06 -0.22 0.23 0.279
H 0.492 -2.299 1.295 -0.02 0.14 -0.38 0.349
H 0.678 -0.949 -0.013 -0.47 -0.56 0.69 0.284
H -0.841 -1.747 0.309 -1.27 -0.18 -0.47 0.239
C 0.178 0.935 -2.059 -0.90 -0.01 0.14 -0.142
O 1.095 0.370 -1.238 -0.33 0.69 -0.77 -0.901
C -0.436 -0.009 -3.129 -0.09 0.17 -0.45 -1.018
H 0.486 1.840 -2.636 0.54 0.00 -0.03 0.209
H -0.772 1.380 -1.574 0.62 -0.43 0.36 0.072
H -1.360 0.461 -3.557 0.47 -0.42 0.29 0.284
H -0.669 -0.996 -2.688 0.02 0.43 -0.20 0.273
H 0.263 -0.142 -3.975 -0.13 -0.21 0.33 0.237
```
Forces are in eV/Å.

=====

[5]
Entry from the Open Molecules 2025 dataset: a gas-phase ion, C6H13O (charge -1) (wB97M-V/def2-TZVPD).

Properties
**Largest force on an atom**: 0.0862 hartree/bohr
**Charge**: -1
**Total energy**: -8478.3088 eV
**E_HOMO**: -2.424 eV
**SMILES**: CC(C)CCC[O-]

```
20
Properties=species:S:1:pos:R:3:forces:R:3:mulliken_charge:R:1
C -0.258 -1.900 1.072 0.54 -1.55 2.81 -1.456
C -0.194 -0.524 0.514 -1.12 2.02 -1.41 0.889
C -1.728 0.027 0.316 0.12 -3.89 2.12 -1.360
C 0.423 -0.517 -0.969 0.92 1.78 1.83 -1.105
C 0.687 0.992 -1.341 -0.95 2.18 -0.47 -0.413
C 1.238 1.858 -0.038 -0.03 0.22 0.74 -0.698
O 0.326 2.274 0.948 1.33 -0.48 -2.29 -0.865
H 0.632 -2.118 1.777 -0.82 0.08 -1.50 0.328
H -1.085 -2.065 1.826 0.35 0.44 -0.88 0.338
H -0.377 -2.701 0.326 0.23 0.21 0.12 0.273
H 0.380 0.253 1.160 -1.34 -1.44 -0.98 0.255
H -1.779 0.962 -0.141 -0.02 1.43 -0.66 0.402
H -2.285 -0.804 -0.270 0.76 1.34 0.47 0.291
H -2.306 0.029 1.329 1.22 0.27 -1.54 0.279
H -0.245 -1.018 -1.656 -0.32 -0.14 -0.27 0.415
H 1.431 -1.021 -1.044 -0.95 0.22 0.43 0.289
H 1.456 1.016 -2.171 -0.78 0.21 0.70 0.345
H -0.267 1.596 -1.681 1.57 -1.46 0.30 0.234
H 2.112 2.646 -0.245 -1.78 -0.95 -0.51 0.282
H 1.837 1.015 0.289 1.06 -0.50 1.00 0.278
```
Forces are in eV/Å.

=====

[6]
Entry from the Open Molecules 2025 dataset: 2 unconnected molecules or ions with the total composition C6H13O2 (wB97M-V/def2-TZVPD).

Properties
**Largest force on an atom**: 0.0379 hartree/bohr
**Charge**: -1
**Total energy**: -10528.6310 eV
**E_HOMO**: -3.942 eV

```
21
Properties=species:S:1:pos:R:3:forces:R:3:mulliken_charge:R:1
C 0.096 -0.525 -1.255 0.46 -0.26 1.11 0.563
C 0.530 0.092 -2.572 -1.87 -0.06 -0.53 -1.250
C -1.332 -1.235 -1.272 0.49 0.03 -0.52 0.448
O -1.495 -2.204 -0.502 0.32 0.16 0.31 -0.759
O -2.146 -0.774 -2.098 -0.08 0.31 -0.10 -0.728
H 0.827 -1.261 -0.814 -0.54 0.64 -0.50 0.373
H 0.065 0.327 -0.564 -0.42 -0.62 -0.05 -0.731
H -0.398 0.558 -2.954 0.32 0.62 0.43 0.299
H 0.501 -0.699 -3.315 1.37 -0.21 -0.40 0.343
H 1.350 0.842 -2.551 -0.25 -0.91 -0.17 0.337
C 0.846 1.477 2.799 -0.79 -0.34 -1.09 -0.208
C 2.132 0.723 3.017 0.60 -0.07 0.61 -1.085
C 0.623 1.798 1.298 -1.17 -1.22 0.84 -0.835
H -0.001 0.844 3.144 0.40 0.64 -0.04 0.261
H 0.858 2.447 3.296 -0.14 -0.26 0.59 0.249
H 2.141 0.191 3.969 0.01 0.20 0.27 0.332
H 2.947 1.451 3.038 0.30 -0.34 -0.18 0.261
H 0.956 2.779 1.017 0.25 0.33 -0.32 0.344
H 1.008 0.996 0.687 0.89 0.22 -0.09 0.142
H 2.327 -0.069 2.287 -0.13 0.39 -0.22 0.308
H -0.441 1.651 1.076 -0.01 0.75 0.06 0.334
```
Forces are in eV/Å.

=====

[7]
Entry from the Open Molecules 2025 dataset: 3 unconnected molecules or ions with the total composition C6H13O2 (wB97M-V/def2-TZVPD).

Properties
**Largest force on an atom**: 0.0881 hartree/bohr
**Charge**: -1
**Total energy**: -10521.8661 eV
**E_HOMO**: -3.429 eV

```
21
Properties=species:S:1:pos:R:3:forces:R:3:mulliken_charge:R:1
C 1.433 0.031 1.725 1.56 0.97 2.05 -0.596
O 0.900 0.905 2.818 0.56 -1.45 -1.84 -0.622
C 0.372 -0.472 0.778 0.28 -1.69 -1.06 -0.355
C 0.046 0.478 -0.374 -0.46 0.25 -1.39 -0.058
C -1.160 0.050 -1.284 -0.47 -2.79 2.87 -0.891
C -2.054 -2.363 -1.959 2.27 3.92 -0.03 -0.773
C -1.071 -1.308 -2.122 0.90 -0.48 1.58 -0.162
H 2.233 0.608 1.142 -0.86 -0.80 1.01 0.256
H 1.863 -0.866 2.315 -0.36 1.32 -1.12 0.269
H -0.454 -0.538 1.475 -0.81 -0.54 -0.23 0.255
H 0.681 -1.574 0.356 -0.77 2.40 1.00 0.155
H 0.877 0.513 -1.103 0.29 0.53 0.77 0.277
H -0.223 1.491 0.042 0.84 -0.81 -0.43 0.234
H -1.410 0.782 -2.040 -0.36 0.47 0.24 0.414
H -1.938 -0.151 -0.414 0.45 0.69 -2.38 0.317
H -1.309 -2.069 -0.751 -1.62 -1.43 -2.78 0.343
H -2.133 -2.967 -2.920 1.05 -0.78 1.91 0.182
H -0.023 -1.386 -2.696 -2.54 0.29 0.25 0.266
H 0.944 1.847 2.472 0.12 0.06 -0.38 0.448
H 1.271 3.929 1.098 0.11 0.94 -0.17 0.111
O 1.156 3.061 1.442 -0.21 -1.08 0.14 -1.070
```
Forces are in eV/Å.

=====

[8]
Entry from the Open Molecules 2025 dataset: a molecular structure, C6H13O2 (wB97M-V/def2-TZVPD).

Properties
**Largest force on an atom**: 0.0619 hartree/bohr
**Charge**: -1
**Total energy**: -10526.9057 eV
**E_HOMO**: -3.733 eV

```
21
Properties=species:S:1:pos:R:3:forces:R:3:mulliken_charge:R:1
C 0.815 -1.684 -0.768 -1.76 1.26 -0.88 -0.567
O -0.454 -2.239 -0.597 0.74 -1.33 0.76 -0.786
C 0.771 -0.302 -0.076 0.58 0.95 0.10 -0.415
C -0.426 0.519 -0.599 -1.54 -2.43 0.94 -0.584
C -0.736 1.691 0.248 1.11 2.97 -0.24 0.607
C -1.766 1.927 1.050 -1.13 -2.48 -0.07 -0.942
C 0.283 2.858 0.168 -0.20 -1.24 -1.29 -1.402
H 0.945 -1.502 -1.892 0.46 -0.03 0.94 0.202
H 1.604 -2.325 -0.384 0.25 0.01 -0.01 0.391
H 1.662 0.306 -0.257 0.50 -0.15 -0.10 0.257
H 0.691 -0.353 1.040 -0.10 -0.40 -0.81 0.281
H -1.247 -0.215 -0.460 0.16 0.35 -0.12 0.272
H -0.406 0.617 -1.693 0.38 0.75 0.24 0.308
H -1.960 2.724 1.728 0.52 1.02 0.05 0.333
H -2.512 1.140 1.185 0.07 -0.01 -0.22 0.278
H 0.684 2.853 -0.872 -0.25 0.37 0.57 0.296
H 1.136 2.620 0.792 0.16 0.29 0.36 0.276
H -0.206 3.804 0.396 0.34 0.01 0.14 0.440
H 0.574 -5.046 0.336 -0.47 0.09 -0.35 0.189
H -0.077 -3.275 0.092 0.16 -0.49 -0.73 0.427
O 0.625 -4.120 0.565 0.01 0.51 0.71 -0.859
```
Forces are in eV/Å.